Formula: C24H64O8
Source: the OMol25 dataset
Level of theory: the ωB97M-V functional and the def2-TZVPD basis

Its HOMO energy is -10.0 eV. The relative energy (zero: lowest compared OMol25 entry of this formula, charge and spin) is 98.06 kcal per mole. As for the total energy: -1554.5811 hartree. For the HOMO-LUMO gap, the calculation gives 10.17 eV. The SMILES is CC(C)O.CC(C)O.CC(C)O.CC(C)O.CC(C)O.CC(C)O.CC(C)O.CC(C)O.

Last column: Mulliken charge in e.
CARTESIAN COORDINATES (ANGSTROEM)
C  8.6863  -3.0688  3.9421  -1.328
C  8.3234  -2.4736  2.5749  0.380
C  7.1157  -3.0780  1.9199  -1.217
O  7.9521  -1.1323  2.7659  -0.519
H  7.9676  -2.9289  4.7495  0.351
H  9.6557  -2.6610  4.2285  0.298
H  8.7783  -4.1542  3.9010  0.355
H  9.1944  -2.3938  1.9245  0.400
H  6.8101  -2.5316  1.0276  0.297
H  6.3427  -3.2071  2.6775  0.295
H  7.3566  -4.0337  1.4544  0.373
H  8.4174  -0.6744  2.0620  0.314
C  0.9859  0.3294  -1.4208  -1.590
C  -0.2586  1.0774  -1.0119  0.669
C  -1.2766  1.2010  -2.2034  -1.176
O  -0.9522  0.2909  -0.0012  -0.517
H  1.7513  0.2305  -0.6511  0.384
H  1.4848  0.8912  -2.2104  0.385
H  0.7227  -0.6249  -1.8769  0.424
H  0.1522  2.0306  -0.6790  0.167
H  -2.2510  1.6316  -1.9728  0.318
H  -1.3947  0.2242  -2.6726  0.283
H  -0.9190  1.8770  -2.9802  0.356
H  -0.4071  -0.4907  0.1150  0.298
C  4.3086  1.4124  5.5555  -1.355
C  5.1708  2.7147  6.0358  0.579
C  5.4051  2.8491  7.4828  -1.228
O  6.3706  2.7323  5.3296  -0.529
H  4.8396  0.5252  5.9003  0.370
H  4.2485  1.3697  4.4680  0.391
H  3.3058  1.4812  5.9772  0.366
H  4.6593  3.6074  5.6758  0.142
H  6.0773  3.6768  7.7090  0.337
H  5.7499  1.9182  7.9329  0.286
H  4.4768  3.0874  8.0021  0.337
H  6.3659  1.9575  4.7628  0.306
C  -8.2379  7.0032  -1.2588  -1.279
C  -8.3093  5.4956  -1.4140  0.717
C  -6.9682  4.8704  -1.3447  -1.551
O  -9.0213  4.9373  -0.3327  -0.537
H  -9.1720  7.5039  -1.5131  0.324
H  -7.5605  7.3911  -2.0196  0.346
H  -7.8627  7.2335  -0.2616  0.306
H  -8.8025  5.3263  -2.3712  0.169
H  -6.3524  5.2820  -2.1444  0.379
H  -7.0862  3.7891  -1.4141  0.406
H  -6.3899  5.0492  -0.4382  0.401
H  -8.4110  4.2807  0.0108  0.320
C  -6.7299  -1.1592  -6.8412  -1.296
C  -7.6466  -0.0357  -7.3097  0.596
C  -7.0464  1.3336  -7.0422  -1.299
O  -8.0775  -0.2724  -8.5758  -0.554
H  -6.1481  -1.0500  -5.9259  0.365
H  -6.0238  -1.3291  -7.6540  0.352
H  -7.2807  -2.0994  -6.8145  0.300
H  -8.5719  -0.0908  -6.7362  0.215
H  -6.2181  1.3604  -7.7502  0.330
H  -6.4982  1.3747  -6.1010  0.327
H  -7.7390  2.1626  -7.1880  0.341
H  -8.7359  0.3882  -8.8031  0.322
C  7.0562  -0.5633  -5.5125  -1.348
C  7.1437  -1.8598  -4.8095  0.680
C  5.8460  -2.6323  -4.8059  -1.208
O  8.1498  -2.6633  -5.3871  -0.584
H  6.2149  0.0202  -5.1383  0.351
H  6.9704  -0.7012  -6.5904  0.320
H  7.8507  0.1656  -5.3529  0.344
H  7.5153  -1.6358  -3.8096  0.155
H  5.6617  -3.0975  -5.7743  0.322
H  4.9874  -1.9773  -4.6585  0.308
H  5.7719  -3.2838  -3.9352  0.351
H  8.4088  -3.4669  -4.9303  0.309
C  0.5013  -6.6688  3.1762  -1.172
C  1.1407  -5.6438  2.2158  0.362
C  1.6178  -6.2110  0.8772  -1.223
O  0.4228  -4.4725  1.9070  -0.482
H  0.5324  -6.1955  4.1576  0.328
H  1.0456  -7.6048  3.3014  0.335
H  -0.5316  -6.8688  2.8911  0.324
H  2.0014  -5.2624  2.7653  0.198
H  0.9057  -6.8590  0.3662  0.327
H  2.4836  -6.8197  1.1378  0.355
H  1.9138  -5.4094  0.2005  0.328
H  -0.4319  -4.8495  1.6856  0.319
C  -4.4959  2.3280  4.2504  -1.278
C  -5.5740  1.3807  3.8471  0.568
C  -6.9907  1.9367  4.0254  -1.257
O  -5.4996  1.1516  2.4755  -0.539
H  -3.4376  2.0674  4.2349  0.394
H  -4.5793  2.4791  5.3267  0.335
H  -4.6785  3.3285  3.8585  0.334
H  -5.5046  0.3765  4.2652  0.172
H  -7.2345  2.8739  3.5252  0.305
H  -7.2586  2.0721  5.0733  0.375
H  -7.6540  1.1280  3.7185  0.313
H  -4.5973  1.0304  2.1708  0.281

Cartesian forces, eV/Å:
0.4703 -0.5207 -0.4945
-0.5219 0.0091 0.5996
0.4857 -1.4778 -0.8592
0.2969 1.7764 0.4138
-0.2265 0.6235 -0.3125
-0.0934 -0.0111 0.2769
0.2374 -0.1200 -0.3214
0.2016 -0.9884 -0.0720
-0.2985 0.5905 0.4570
-0.2401 0.1336 -0.3568
-0.0181 -0.5650 0.4729
-0.3145 0.5742 0.2049
0.3229 0.1118 -1.1759
-1.0245 -1.0863 -0.7455
1.0176 0.5567 0.1451
0.5475 0.9614 -0.1787
-0.3465 -0.1781 0.3251
0.0243 0.0977 -0.1761
0.1106 -0.2759 0.2272
-0.9133 0.3192 0.5954
0.0399 -0.3412 0.6420
-0.1528 -0.0594 0.1696
0.4579 0.0006 -0.0769
-0.0994 -0.1159 0.2754
1.1128 1.8731 1.1354
-1.9942 -1.0065 -2.0005
-0.4356 -0.2201 1.4126
1.3294 -0.5168 -0.5038
-0.1680 -0.1109 0.1499
-0.0288 0.2251 0.0037
0.0419 -0.2577 -0.0183
-0.5996 0.0726 0.1443
0.2244 -0.1821 -0.1448
0.3790 0.0289 -0.0191
-0.2131 0.0118 -0.0495
0.3689 0.0573 -0.1230
0.2047 0.0978 -0.5039
-0.1130 1.1141 0.6500
1.3232 -0.1687 -1.0356
-0.8474 -0.2272 0.2466
-0.2362 -0.1492 0.5858
0.3705 0.0476 0.0950
-0.1793 0.2993 -0.0587
-0.0849 -0.5945 -0.0778
0.2012 -0.4914 -0.2367
0.2801 -0.1217 -0.4098
-0.4112 0.3664 0.3395
-0.4978 -0.1913 0.4179
0.1024 -0.6871 -1.2729
-0.7661 0.2817 3.8482
1.1996 -0.5520 -0.9009
0.2335 -0.2778 -2.6989
-0.4157 0.4321 0.0287
0.3708 0.0988 -0.0524
-0.1429 0.0286 0.2716
-0.0515 -0.0537 0.9206
0.0267 0.6851 -0.4493
-0.6535 0.0776 0.3534
0.1344 -0.0200 0.0700
-0.0371 -0.0120 -0.1146
-0.1706 1.4823 -0.9006
0.6388 -0.9329 1.2573
-0.9708 0.6896 0.5283
1.0688 0.1323 -1.5320
-0.4577 -0.3485 -0.1607
-0.2134 0.0123 -0.0583
0.6523 -0.5900 0.0773
-0.5475 -0.0243 0.5434
0.2792 -0.3901 0.1944
-0.0024 0.3616 -0.0081
0.2580 -0.6081 -0.4059
-0.5373 0.2155 0.4691
-0.2016 1.1315 -0.0233
1.6562 -0.4574 -0.4962
0.5730 -0.5961 0.7135
-1.3452 -0.2854 0.8224
-0.4443 -0.0755 0.1261
0.1238 0.0730 -0.5107
-0.0839 -0.1866 0.0673
0.3496 -0.0619 -0.2021
-0.2592 0.0586 0.1176
0.2014 -0.2057 -0.4769
0.0440 -0.0371 0.1487
-0.6134 0.6597 -0.2970
0.1460 0.9827 2.2360
-0.2748 0.1840 -0.6904
-0.1965 -0.8336 1.1273
-0.1506 -0.1793 -2.2770
-0.0841 -0.4771 -1.0162
-0.3411 0.1160 0.3860
0.1920 -0.1258 -0.4605
0.0705 0.1825 0.9955
0.4112 -0.1874 -0.3311
0.3045 0.1221 0.2391
-0.1962 0.2607 -0.4397
0.1305 -0.0339 0.1992